[1]
109
Properties=species:S:1:pos:R:3:forces:R:3 method="wB97M-V/def2-TZVPD" homo_energy_ev=-7.8 homo_lumo_gap_ev=9.5597 charge=-1 lumo_energy_ev=1.734 e_tot_ha=-5650.3110
O -3.770 -1.927 -1.770 -0.946 -0.717 1.026
C -3.101 -0.964 -1.511 -4.281 -0.447 -2.368
O -1.874 -0.926 -1.716 4.768 0.685 0.163
B -1.345 0.404 -1.415 1.132 1.165 0.978
O -2.592 1.276 -1.318 0.742 -0.756 -0.634
C -3.654 0.482 -1.509 -1.183 1.285 0.425
O -4.797 0.850 -1.725 2.002 -0.796 0.571
O -0.228 0.867 -2.311 0.361 0.460 0.166
C 0.959 1.052 -1.656 0.322 -1.139 -1.185
O 2.023 1.414 -2.143 -2.555 -0.501 1.039
C 0.690 0.531 -0.200 0.876 1.839 2.112
O -0.643 0.393 -0.087 1.135 -0.546 0.248
O 1.527 0.535 0.717 -2.404 -0.523 -2.493
C -2.746 -7.005 -5.156 -0.524 1.498 -0.161
C -3.529 -6.936 -3.876 -3.429 0.546 -0.785
O -2.722 -7.209 -2.775 2.090 -0.704 0.386
S -1.203 -7.484 -3.315 0.951 -3.102 -0.263
O -0.497 -8.610 -2.688 -2.602 2.081 -1.333
O -0.478 -6.280 -3.408 -0.189 0.920 -0.156
O -1.744 -7.931 -4.862 1.642 -0.146 1.573
H -2.387 -6.000 -5.377 0.738 -0.047 -0.055
H -3.354 -7.260 -6.025 0.118 -0.667 0.244
H -4.391 -7.600 -3.941 0.408 -0.996 0.431
H -4.097 -6.014 -3.751 0.816 0.643 0.145
C 2.315 6.267 -3.505 1.384 1.195 -0.508
C 3.833 6.268 -3.865 -1.872 -1.851 -1.538
O 4.577 6.962 -2.868 -1.201 -1.025 0.267
S 3.693 6.924 -1.482 1.521 1.059 3.987
O 3.462 8.323 -1.175 -0.424 -1.662 -0.871
O 4.307 6.202 -0.294 -2.147 1.131 -4.847
O 2.387 6.179 -2.123 0.833 0.335 3.168
H 1.729 5.403 -3.820 0.331 0.144 -0.380
H 1.900 7.222 -3.825 -0.511 -0.051 0.145
H 3.870 6.637 -4.890 0.947 0.619 0.357
H 4.006 5.193 -3.909 1.138 0.043 0.270
C -10.125 0.865 1.194 1.186 0.181 -1.056
C -11.380 1.715 1.059 0.706 -0.991 -0.910
O -11.881 1.884 2.363 -0.588 0.633 1.081
S -11.012 1.194 3.499 2.137 -1.242 1.518
O -11.803 0.336 4.339 0.278 0.992 -1.263
O -10.059 2.065 4.174 -1.767 -0.682 -1.647
O -10.187 0.250 2.435 -0.695 0.144 2.097
H -9.222 1.463 1.068 0.169 -0.004 0.267
H -10.089 0.049 0.473 -0.070 0.220 -0.163
H -12.017 1.047 0.480 -0.867 0.848 0.049
H -11.139 2.673 0.598 -0.458 -0.105 0.021
C 2.437 3.952 4.795 -1.493 -0.534 -1.152
C 1.030 4.261 4.265 0.677 0.173 -0.182
O 0.471 5.049 5.305 -1.664 0.168 0.798
S 1.380 5.191 6.689 -2.941 -0.965 -1.764
O 1.063 4.012 7.557 1.639 3.567 -2.140
O 1.170 6.582 7.088 1.201 -3.094 -0.152
O 2.667 5.021 5.723 1.434 -0.455 1.724
H 3.034 4.032 3.887 0.930 0.045 0.867
H 2.386 2.942 5.202 0.817 0.271 0.571
H 0.449 3.406 3.922 -0.209 -0.303 1.011
H 1.168 4.778 3.315 -0.391 1.103 0.369
C -6.689 -3.427 1.646 1.925 0.221 -0.683
C -5.671 -4.524 2.082 -1.929 0.093 -0.417
O -5.525 -4.560 3.512 1.613 -0.914 0.344
P -4.112 -4.411 4.324 -0.497 0.543 0.382
O -3.951 -5.224 5.581 -0.527 1.851 -2.516
O -4.067 -2.800 4.492 -0.891 -1.772 0.992
C -4.207 -1.852 3.426 1.551 1.075 0.937
C -3.126 -0.875 3.844 1.633 1.152 -0.106
O -2.943 -4.573 3.226 -3.462 -1.033 0.047
C -1.620 -4.402 3.551 2.609 -0.274 -1.455
C -0.989 -3.991 2.168 -1.363 -0.477 1.420
H -6.454 -3.371 0.583 -0.169 0.399 -0.299
H -7.759 -3.629 1.680 0.251 -0.347 0.709
H -6.418 -2.462 2.074 -0.388 -0.035 -0.009
H -6.199 -5.389 1.682 0.286 -0.862 0.800
H -4.721 -4.556 1.550 0.072 0.763 0.264
H -3.914 -2.242 2.452 -0.464 -0.336 0.002
H -5.170 -1.340 3.441 -0.191 -0.582 -0.091
H -2.682 -0.231 3.086 -0.474 -0.077 -0.602
H -3.306 -0.178 4.663 -0.818 -0.292 0.141
H -2.262 -1.439 4.196 -0.025 -0.253 -0.081
H -1.544 -3.787 4.448 0.569 0.207 -0.248
H -1.113 -5.362 3.639 -0.368 -0.284 1.162
H 0.088 -4.157 2.141 -0.054 0.883 -0.059
H -1.432 -4.780 1.560 0.171 0.062 -0.394
H -1.484 -3.069 1.862 0.970 0.338 -0.321
C 6.309 -1.378 -4.195 -1.936 -1.854 0.811
C 7.079 -0.180 -3.886 0.512 -0.217 -1.794
O 8.077 -0.657 -2.965 -0.369 1.684 0.961
P 9.059 0.515 -2.572 2.035 0.103 1.355
O 10.298 0.582 -3.358 -0.464 -0.002 0.409
O 8.212 1.872 -2.640 -1.238 -3.196 0.140
C 8.835 3.072 -2.505 0.725 2.940 0.675
C 8.839 3.751 -3.868 0.306 -0.287 -0.164
O 9.357 0.266 -0.990 0.173 0.617 -2.237
C 8.342 0.052 -0.036 0.381 -0.469 1.612
C 7.413 1.197 0.240 -1.122 1.333 -1.044
H 6.924 -2.269 -4.070 0.198 0.069 -0.621
H 5.588 -1.503 -3.387 -0.395 -0.105 -0.024
H 5.740 -1.403 -5.124 0.284 0.221 -0.051
H 7.611 0.088 -4.799 0.109 0.620 -0.001
H 6.465 0.651 -3.539 0.318 -0.133 0.287
H 8.291 3.643 -1.753 -0.581 0.257 -0.209
H 9.792 3.026 -1.985 0.564 -0.449 -0.686
H 7.840 4.068 -4.165 -0.054 0.106 0.229
H 9.534 4.585 -3.970 -0.065 0.011 0.207
H 9.126 2.980 -4.583 0.238 0.088 -0.110
H 7.793 -0.855 -0.287 -0.137 0.038 -0.050
H 8.919 -0.156 0.864 -0.080 -0.193 0.105
H 7.785 2.218 0.158 1.003 -0.173 -0.001
H 6.669 1.221 -0.557 -0.495 -0.152 0.206
H 6.906 1.243 1.203 0.041 -0.842 0.006



[2]
108
Properties=species:S:1:pos:R:3:forces:R:3 method="wB97M-V/def2-TZVPD" homo_energy_ev=-5.2 homo_lumo_gap_ev=6.8608 charge=-1 lumo_energy_ev=1.613 e_tot_ha=-15304.7460
C 4.686 1.726 3.445 0.072 0.522 0.414
C 4.103 3.202 3.580 0.938 -0.482 -0.755
C 3.503 3.652 2.203 1.151 0.117 0.363
O 2.353 2.905 1.776 0.415 0.795 1.722
C 1.347 2.770 2.790 -2.322 -1.810 -1.103
C 1.333 1.381 3.602 0.337 2.040 0.068
O 0.001 1.333 4.132 1.734 -0.053 -1.063
P -1.077 1.768 2.852 -2.796 0.278 -0.596
C -1.667 3.438 3.704 0.062 0.464 1.215
C -3.099 3.321 4.243 3.538 0.231 -0.427
O -4.037 3.743 3.701 -2.258 0.438 -0.672
Cl -3.296 2.441 5.833 0.178 0.196 0.020
C -0.855 0.170 1.826 0.534 -1.211 0.040
C -0.678 -1.132 2.694 -0.137 -0.599 -1.554
O -1.865 -1.500 3.389 0.548 0.109 -0.067
C -0.366 -2.357 1.735 -0.074 1.204 1.702
F -0.452 -3.551 2.415 0.232 0.782 -0.981
F 0.917 -2.218 1.291 -1.023 -0.651 -0.394
F -1.256 -2.415 0.700 1.082 -0.378 0.388
O 0.129 2.709 2.018 1.160 -0.459 1.150
H 4.290 1.082 4.261 0.411 0.232 -0.632
H 5.800 1.783 3.521 -0.851 -0.219 0.076
H 4.465 1.260 2.459 -0.148 0.375 0.712
H 4.994 3.850 3.804 -0.939 -0.239 -0.275
H 3.416 3.322 4.447 0.268 -0.185 -0.740
H 4.304 3.461 1.438 -0.786 0.057 0.530
H 3.363 4.758 2.209 -0.345 -0.815 -0.077
H 1.168 3.615 3.517 1.202 -1.546 -0.966
H 2.087 1.538 4.408 -0.639 -0.702 -0.212
H 1.596 0.513 2.951 -0.125 0.604 0.352
H -2.113 1.092 3.596 0.091 -0.125 -0.152
H -2.037 2.158 1.828 0.272 -0.008 0.043
H -0.961 3.705 4.526 -0.667 -0.186 -0.418
H -1.606 4.202 2.891 -0.453 -0.543 0.825
H -0.054 0.231 1.046 -0.451 -0.057 0.694
H -1.815 0.033 1.254 0.715 0.221 0.557
H 0.178 -1.087 3.402 -0.700 0.060 -0.323
H -2.603 -1.085 2.933 -0.037 0.204 0.107
C 2.368 6.472 4.715 -0.079 0.428 -0.325
Cl 3.787 7.125 3.889 0.128 0.155 -0.023
Cl 1.276 5.656 3.578 0.043 1.730 0.055
H 2.699 5.763 5.455 0.192 0.010 -0.148
H 1.832 7.285 5.197 0.017 0.007 -0.136
C 1.350 5.487 -0.695 -0.113 -0.219 0.138
Cl 2.815 6.392 -0.280 -0.009 0.051 0.106
Cl 1.258 5.202 -2.440 -0.098 0.010 0.285
H 1.366 4.531 -0.176 0.102 0.024 -0.041
H 0.481 6.059 -0.386 0.103 0.070 -0.077
C 1.344 4.424 7.886 -0.179 -0.267 0.006
Cl 2.805 5.322 8.328 0.045 0.058 0.096
Cl 1.257 4.156 6.142 -0.497 -0.733 0.890
H 1.356 3.462 8.390 0.109 0.043 -0.058
H 0.473 4.992 8.198 0.084 0.057 -0.094
C -6.590 1.398 4.076 0.031 -0.050 0.104
Cl -7.100 2.512 2.801 -0.150 0.024 0.015
Cl -5.144 0.499 3.610 -0.213 -0.009 -0.073
H -6.373 1.967 4.975 0.166 0.064 -0.144
H -7.394 0.694 4.267 0.046 0.008 -0.127
C -1.510 -2.780 -3.296 -0.063 -0.116 0.072
Cl -0.554 -4.084 -4.014 -0.093 -0.007 0.061
Cl -1.099 -1.221 -4.023 -0.182 0.124 0.186
H -2.563 -2.982 -3.467 0.079 0.042 -0.125
H -1.311 -2.737 -2.230 0.137 0.072 -0.058
C 0.486 -6.758 -1.309 0.161 0.083 0.132
Cl 1.859 -5.989 -2.108 0.048 -0.044 0.109
Cl -0.620 -7.477 -2.489 -0.057 -0.098 0.115
H 0.853 -7.538 -0.651 0.001 -0.032 -0.141
H -0.050 -6.012 -0.735 -0.058 0.089 -0.100
C -0.307 4.155 -6.184 -0.002 -0.062 -0.099
Cl -1.667 4.543 -5.124 -0.052 -0.038 -0.070
Cl 1.230 4.659 -5.471 0.044 -0.087 -0.375
H -0.282 3.081 -6.346 0.018 0.043 0.130
H -0.440 4.668 -7.130 0.010 0.074 0.110
C -3.176 -8.084 -4.841 0.031 0.173 0.097
Cl -3.493 -9.588 -5.719 0.006 -0.045 0.156
Cl -3.171 -6.695 -5.931 0.022 0.015 0.097
H -3.950 -7.943 -4.094 -0.040 -0.037 -0.125
H -2.207 -8.156 -4.360 -0.051 -0.054 -0.216
C 1.205 -1.454 -6.740 0.107 -0.142 0.176
Cl 0.892 -2.987 -7.560 0.011 -0.038 0.060
Cl 1.241 -0.113 -7.896 -0.054 0.153 0.042
H 0.421 -1.281 -6.011 -0.009 0.008 -0.214
H 2.166 -1.512 -6.240 0.020 0.013 -0.160
C 4.675 0.683 -9.025 -0.123 -0.126 -0.145
Cl 5.432 2.267 -9.238 0.043 0.018 -0.040
Cl 5.250 -0.129 -7.566 -0.064 -0.029 -0.003
H 3.601 0.813 -8.954 0.085 0.063 0.124
H 4.916 0.064 -9.883 0.099 0.053 0.067
C -4.783 -11.924 -7.982 -0.009 0.085 0.051
Cl -4.715 -11.865 -9.748 -0.017 0.089 0.005
Cl -4.557 -13.573 -7.386 -0.012 0.021 0.094
H -3.997 -11.294 -7.579 0.014 -0.153 -0.160
H -5.751 -11.561 -7.655 0.010 -0.100 -0.072
C 4.919 5.646 -10.496 0.065 -0.129 0.037
Cl 4.969 7.242 -11.256 0.098 0.004 -0.028
Cl 3.297 5.259 -9.916 0.003 -0.036 0.018
H 5.219 4.900 -11.225 -0.107 0.070 -0.024
H 5.605 5.636 -9.654 -0.105 0.095 0.009
C -2.433 -2.290 6.276 -0.269 0.122 -0.079
Cl -3.506 -0.896 6.130 0.126 -0.212 0.066
Cl -1.768 -2.426 7.915 0.085 -0.139 0.112
H -2.993 -3.196 6.048 0.046 0.671 0.405
H -1.615 -2.176 5.572 -0.080 0.144 0.086
C -2.747 -6.557 5.865 0.035 -0.080 -0.112
Cl -3.250 -6.251 7.533 -0.021 -0.082 0.029
Cl -2.355 -5.053 5.026 0.169 -0.795 -0.447
H -1.868 -7.194 5.874 0.009 0.117 0.073
H -3.557 -7.053 5.339 -0.027 0.117 0.057